C2H4N2O2 in the gas phase, computed with ωB97M-V/def2-TZVPD.

Results
Highest occupied orbital energy in eV: -10.42
ΔE to the lowest compared entry with this formula, charge and spin in eV: 0.299
Total charge: 0
LUMO level in eV: 0.651
SMILES string: NC(=O)NC=O

XYZ file:
```
10
Properties=species:S:1:pos:R:3:forces:R:3
N 1.8348 0.0195 -0.1359 -0.17 -0.07 0.15
C 0.6023 -0.3709 0.3444 -0.14 0.08 0.18
O 0.4546 -1.1089 1.2952 0.01 0.36 -0.36
N -0.4929 0.1592 -0.3797 0.08 -0.37 0.71
C -1.8154 0.1083 0.0372 0.02 0.08 -0.32
O -2.6920 0.3258 -0.7655 -0.04 -0.08 0.45
H 2.6088 -0.2530 0.4581 -0.23 0.02 -0.17
H 1.9356 0.9148 -0.5915 -0.15 -0.16 0.03
H -0.4530 0.2963 -1.3702 0.46 0.19 -0.44
H -1.9828 -0.0910 1.1079 0.17 -0.05 -0.23
```
Positions in Å, forces in eV/Å.



C2H4N2O2 in the gas phase in a non-equilibrium geometry, computed with ωB97M-V/def2-TZVPD.

Results
Highest occupied orbital energy in eV: -10.25
ΔE to the lowest compared entry with this formula, charge and spin in eV: 6.050
Total charge: 0
LUMO level in eV: 0.733
SMILES string: [O-][N+]1=NCCO1

XYZ file:
```
10
Properties=species:S:1:pos:R:3:forces:R:3
C -0.6887 -0.7184 0.2051 1.78 -2.43 -1.63
C -0.5989 0.7639 -0.2005 -1.50 0.26 0.55
N 0.8567 -1.1473 -0.0698 -2.75 -0.27 1.17
N 1.5369 -0.1168 0.0002 -1.56 0.22 -1.45
O 2.7071 0.0539 0.0061 1.11 0.17 0.28
O 0.7713 1.1173 -0.1686 -0.31 0.23 0.34
H -0.8355 -1.0283 1.2698 0.01 0.95 -0.76
H -1.3959 -1.4420 -0.4173 1.68 1.84 1.02
H -1.1728 1.1174 -1.0734 1.13 -1.09 -0.96
H -1.1801 1.4003 0.4484 0.41 0.12 1.45
```
Positions in Å, forces in eV/Å.



C2H4N2O2 in the gas phase in a non-equilibrium geometry, computed with ωB97M-V/def2-TZVPD.

Results
Highest occupied orbital energy in eV: -10.05
ΔE to the lowest compared entry with this formula, charge and spin in eV: 4.907
Total charge: 0
LUMO level in eV: 0.499
SMILES string: C=NOC(N)=O

XYZ file:
```
10
Properties=species:S:1:pos:R:3:forces:R:3
C -1.0874 0.4384 0.0102 4.92 3.52 -1.54
C 2.2502 -0.0043 0.0416 4.90 0.24 -3.22
H -3.1080 -0.1592 0.4685 3.13 0.84 -2.33
H -2.0913 -1.3977 0.2630 1.05 2.99 -1.68
H 2.4700 -1.0882 -0.2788 -1.14 1.37 0.95
H 3.2406 0.6385 -0.2993 -2.52 -1.15 1.95
N -2.1570 -0.3463 -0.1321 -4.96 -4.06 4.01
N 1.1711 0.6279 0.1056 0.42 -2.04 -0.34
O -0.8461 1.6516 -0.0819 -3.55 -3.14 0.87
O 0.1579 -0.3607 -0.0967 -2.25 1.43 1.32
```
Positions in Å, forces in eV/Å.



A molecular structure, C2H4N2O2 in a non-equilibrium geometry, computed with ωB97M-V/def2-TZVPD.

Results
Highest occupied orbital energy in eV: -9.64
ΔE to the lowest compared entry with this formula, charge and spin in eV: 5.214
Total charge: 0
LUMO level in eV: 0.016

XYZ file:
```
10
Properties=species:S:1:pos:R:3:forces:R:3
C 1.1408 0.6679 -0.3172 -1.82 -5.23 0.78
C -1.3788 -0.0487 -0.1102 0.27 0.16 3.27
H 0.0967 -1.4656 0.1374 -0.78 -0.70 0.11
H 1.8438 1.2716 -0.8533 -0.67 1.43 -0.05
H -0.4325 1.8305 0.9267 0.12 -4.40 -3.61
H -2.2689 0.2897 0.4614 0.16 0.72 -0.79
N 1.6477 -0.5405 -0.2877 0.80 1.75 0.31
N -0.2794 0.8244 0.1396 0.48 3.63 1.42
O 1.0350 -1.5944 0.3287 0.65 1.01 -0.37
O -1.4045 -1.2348 -0.4254 0.80 1.63 -1.08
```
Positions in Å, forces in eV/Å.



2 unconnected molecules or ions with the total composition C2H4N2O2 in a non-equilibrium geometry, computed with ωB97M-V/def2-TZVPD.

Results
Highest occupied orbital energy in eV: -10.07
ΔE to the lowest compared entry with this formula, charge and spin in eV: 4.088
Total charge: 0
LUMO level in eV: 0.854
SMILES string: N#[N+][O-].CC=O

XYZ file:
```
10
Properties=species:S:1:pos:R:3:forces:R:3
C 0.0858 0.1032 0.8205 -0.61 0.39 -0.13
C 0.3238 1.5890 0.5265 -3.63 -1.94 -1.64
N -1.3659 -1.7183 -1.5376 -0.85 0.16 -0.21
N -0.3948 -2.2569 -1.5109 -1.11 0.74 0.05
O -0.4189 -0.3113 1.8543 1.14 0.29 -2.02
O 0.6473 -2.7576 -1.4417 1.83 -1.09 0.01
H 0.3258 -0.5066 -0.1382 -0.25 0.16 1.75
H 1.0475 1.7601 -0.2266 0.46 0.23 -0.85
H 0.4909 2.0971 1.3710 1.21 1.82 3.37
H -0.7416 2.0015 0.2828 1.81 -0.77 -0.33
```
Positions in Å, forces in eV/Å.



2 unconnected molecules or ions with the total composition C2H4N2O2 in a non-equilibrium geometry, computed with ωB97M-V/def2-TZVPD.

Results
Highest occupied orbital energy (alpha / beta) in eV: -7.08 / -10.87
ΔE to the lowest compared entry with this formula, charge and spin in eV: 3.840
Total charge: 0
2S+1: 3
LUMO level (alpha / beta) in eV: 0.663 / -3.049

XYZ file:
```
10
Properties=species:S:1:pos:R:3:forces:R:3
C 0.9212 0.1401 0.4295 0.34 -1.31 1.25
C 2.2885 0.0959 -0.0410 0.00 -1.99 -2.88
N -0.0387 -0.1825 0.9701 -0.44 0.60 -0.16
N -2.7493 -0.0084 -0.2049 4.32 -0.37 8.82
O -2.0517 0.4752 -1.0230 4.09 3.29 -6.26
O -3.8560 -0.4482 -0.2726 -9.00 -3.25 -1.88
H 2.6927 1.0658 -0.2050 0.30 0.68 -0.55
H 2.2506 -0.5884 -1.0254 0.19 1.97 1.78
H 2.9911 -0.4626 0.5670 -0.40 0.01 0.72
H -2.4484 -0.0870 0.8053 0.59 0.36 -0.83
```
Positions in Å, forces in eV/Å.



A molecular structure, C2H4N2O2S in a non-equilibrium geometry, computed with ωB97M-V/def2-TZVPD.

Results
Highest occupied orbital energy in eV: -8.51
ΔE to the lowest compared entry with this formula, charge and spin in eV: 3.640
Total charge: 0
LUMO level in eV: 0.710

XYZ file:
```
11
Properties=species:S:1:pos:R:3:forces:R:3
C 0.4757 -0.0948 -0.1777 3.04 -1.12 -0.72
C -1.3543 1.1992 0.0117 -0.72 -0.26 -0.46
H 3.4374 0.6677 -0.0471 -2.75 -1.83 2.18
H 1.9043 -1.4818 -0.4633 0.04 -0.01 0.59
H -1.9452 1.5293 -0.8764 0.78 0.71 0.96
H -1.4153 1.7482 0.9424 -0.97 0.26 -0.04
N 1.8309 -0.4755 -0.5154 0.23 3.64 1.22
N -0.1964 -1.1296 0.0421 -3.28 0.62 0.45
O 2.6982 0.1656 0.5537 1.76 0.58 -3.73
O 0.0462 1.1996 -0.2207 1.13 -1.81 -0.77
S -1.8817 -0.5485 0.1306 0.73 -0.78 0.33
```
Positions in Å, forces in eV/Å.



C2H4N2O2S in the gas phase in a non-equilibrium geometry, computed with ωB97M-V/def2-TZVPD.

Results
Highest occupied orbital energy in eV: -9.80
ΔE to the lowest compared entry with this formula, charge and spin in eV: 3.112
Total charge: 0
LUMO level in eV: 0.328
SMILES string: [H]/N=C(\NO)SC=O

XYZ file:
```
11
Properties=species:S:1:pos:R:3:forces:R:3
C -0.4460 0.5013 0.3405 -0.63 0.35 4.59
C -0.8111 -2.1652 -0.6076 -1.52 0.78 -1.27
H 1.3054 2.4861 -0.2829 0.11 0.98 -0.46
H 1.2866 -0.1616 -0.5562 -1.25 1.96 0.19
H 0.0233 1.7452 1.6519 -1.36 -1.13 0.47
H -1.4781 -2.8965 -1.1407 -0.06 0.37 0.80
N 0.7116 0.7550 -0.4630 -0.09 -1.85 0.59
N -0.7606 1.0094 1.5575 2.96 0.57 -4.64
O 1.5027 1.7118 0.2237 0.22 -0.98 0.04
O 0.3588 -2.3272 -0.6037 1.57 -0.06 0.46
S -1.6927 -0.6585 -0.1194 0.05 -1.00 -0.77
```
Positions in Å, forces in eV/Å.



C2H4N2O2S2 in the gas phase in a non-equilibrium geometry, computed with ωB97M-V/def2-TZVPD.

Results
Highest occupied orbital energy in eV: -8.92
ΔE to the lowest compared entry with this formula, charge and spin in eV: 6.457
Total charge: 0
LUMO level in eV: -0.831
SMILES string: O/N=C(/NO)SC=S

XYZ file:
```
12
Properties=species:S:1:pos:R:3:forces:R:3
C 0.0232 -0.7118 0.0865 0.31 -4.29 3.34
C -0.4168 1.9196 0.0832 0.42 2.13 -1.45
H 1.1671 0.5826 -2.1034 1.94 -2.86 2.72
H 0.2740 -1.8670 -1.4721 1.70 1.24 -0.62
H -0.4965 3.0131 0.5599 0.21 -2.78 -0.63
H -1.4198 -1.5666 2.8506 1.78 2.38 -3.47
N 0.9137 -1.2527 -0.8944 -0.70 1.51 -0.47
N -0.5675 -1.6209 0.9670 1.12 3.87 -2.16
O 1.8124 -0.1073 -1.4588 -4.44 -0.53 -2.29
O -0.9910 -0.8655 2.1135 -1.63 -3.12 2.04
S 0.6134 0.7490 0.7650 -0.27 2.11 2.02
S -0.9121 1.7275 -1.4972 -0.46 0.35 0.96
```
Positions in Å, forces in eV/Å.



C2H4N2O2S2 in the gas phase in a non-equilibrium geometry, computed with ωB97M-V/def2-TZVPD.

Results
Highest occupied orbital energy in eV: -9.37
ΔE to the lowest compared entry with this formula, charge and spin in eV: 1.461
Total charge: 0
LUMO level in eV: -0.171
SMILES string: O=C(NO)N(S)C=S

XYZ file:
```
12
Properties=species:S:1:pos:R:3:forces:R:3
C 0.4876 0.9708 -0.4349 0.33 1.19 0.02
C -0.5433 -1.2679 -0.0985 -1.10 -0.70 -0.74
H -1.8170 0.9038 0.9673 0.08 0.29 0.35
H -0.3221 2.7694 -0.1491 -0.10 -0.12 -0.01
H 2.7009 -0.9062 -0.6279 0.24 0.19 -1.24
H -0.1239 -2.2683 -0.1238 -0.24 -0.24 0.35
N -0.5022 1.7843 -0.0036 -0.30 0.04 0.62
N 0.4517 -0.3875 0.0109 2.03 0.54 0.04
O -1.1146 1.5418 1.2403 -0.18 -0.53 -0.96
O 1.3727 1.3911 -1.1485 -0.26 -0.72 0.07
S 2.0393 -0.9706 0.4923 -1.12 -0.10 1.24
S -2.1527 -1.0268 -0.3456 0.62 0.16 0.24
```
Positions in Å, forces in eV/Å.



C2H4N2O2Si in the gas phase in a non-equilibrium geometry, computed with ωB97M-V/def2-TZVPD.

Results
Highest occupied orbital energy in eV: -8.81
ΔE to the lowest compared entry with this formula, charge and spin in eV: 0.000
Total charge: 0
LUMO level in eV: -0.527

XYZ file:
```
11
Properties=species:S:1:pos:R:3:forces:R:3
C 0.9484 1.1634 -0.6368 1.56 1.16 -0.77
C 1.1997 -0.1240 1.1694 3.94 -2.17 -0.47
N 1.7241 0.4210 0.0809 0.93 -0.19 1.00
N -0.8222 -1.3751 -0.6106 -2.27 -2.22 -1.53
O -0.3087 1.2147 -0.6770 0.08 1.32 -0.74
O -0.0028 -0.1824 1.4043 -1.13 0.20 2.33
Si -1.1804 -0.0154 0.0934 -0.93 1.13 1.77
H 1.5723 1.8702 -1.1733 -0.79 0.40 -0.91
H 2.0781 -0.6733 1.7592 -2.55 1.15 -0.32
H -1.5117 -2.0261 -1.0399 1.06 0.74 0.47
H -2.0915 1.0237 0.8459 0.10 -1.51 -0.83
```
Positions in Å, forces in eV/Å.



C2H4N2O3 in the gas phase in a non-equilibrium geometry, computed with ωB97M-V/def2-TZVPD.

Results
Highest occupied orbital energy (alpha / beta) in eV: -8.72 / -8.47
ΔE to the lowest compared entry with this formula, charge and spin in eV: 6.345
Total charge: 0
LUMO level (alpha / beta) in eV: -0.773 / -0.612

XYZ file:
```
11
Properties=species:S:1:pos:R:3:forces:R:3
C 0.2434 -0.1820 -0.1253 -3.47 -2.61 -4.70
N 0.4871 -1.5208 0.1212 0.08 -0.23 0.74
C 0.7036 1.4299 0.5467 -0.99 6.91 -0.75
O 1.3153 0.6128 -0.4544 -1.62 0.63 1.07
O -1.9544 -0.5553 -0.2467 -0.95 -0.53 -0.18
N -0.9479 0.2097 -0.7076 3.13 -1.40 1.38
O -0.3083 2.1767 0.4249 3.92 -2.02 1.25
H -2.7586 -0.1107 -0.5717 0.46 -0.16 0.15
H 0.2955 -2.0953 -0.6925 -0.11 0.01 0.27
H 1.3971 -1.7210 0.5100 -0.06 0.10 -0.03
H 1.5274 1.7559 1.1953 -0.38 -0.71 0.82
```
Positions in Å, forces in eV/Å.